# 1
C30H58Cl2O12S | ωB97M-V/def2-TZVPD

Geometry as XYZ:
```
103
Properties=species:S:1:pos:R:3:lowdin_charge:R:1
C 1.0195 -4.5436 -7.7301 -0.122
C 0.5647 -3.4745 -6.7404 -0.687
Cl 0.1335 -4.3436 -5.2220 0.751
C 1.7026 -2.4626 -6.5321 -0.587
Cl 1.5496 -1.2830 -7.8681 0.765
C 1.7994 -1.7874 -5.1590 -0.403
C 2.5486 -2.6002 -4.0594 -0.111
C 3.3204 -3.8444 -4.4986 -0.190
C 3.4873 -4.8401 -3.3546 -0.257
O 3.9748 -6.0841 -3.8373 -0.063
O 2.6470 -0.6219 -5.3939 -0.196
S 2.3101 0.5820 -4.4113 0.561
O 3.3759 0.7357 -3.4987 -0.212
O 1.8916 1.7104 -5.1431 -0.207
O 1.0964 -0.1195 -3.6971 -0.199
C 0.5219 -1.1838 -4.5356 -0.219
C -0.5333 -0.5108 -5.4364 -0.121
C -1.9606 -0.6241 -4.8959 -0.171
C -2.5680 -2.0299 -4.7903 -0.170
C -2.9531 -2.6840 -6.1180 -0.248
O -2.6205 -1.8416 -7.2206 -0.084
H 1.5543 -4.1012 -8.5641 0.078
H 1.7216 -5.1905 -7.2085 0.065
H 0.1971 -5.1745 -8.0448 0.081
H -0.3199 -2.9944 -7.1359 0.068
H 2.6294 -2.9753 -6.7423 0.097
H 1.8255 -2.8873 -3.2999 0.109
H 3.2422 -1.9338 -3.5615 0.124
H 4.3028 -3.5353 -4.8509 0.131
H 2.8495 -4.3892 -5.3085 0.066
H 4.1928 -4.4684 -2.6213 0.126
H 2.4989 -4.9891 -2.9158 0.114
H 3.2687 -6.4930 -4.3514 0.084
H 0.0033 -1.7851 -3.8011 0.125
H -0.5295 -0.8701 -6.4546 0.064
H -0.3068 0.5482 -5.4353 0.116
H -2.0180 -0.1951 -3.8959 0.111
H -2.6116 -0.0289 -5.5283 0.116
H -1.9070 -2.6578 -4.2024 0.073
H -3.4736 -1.9181 -4.2022 0.111
H -4.0304 -2.8511 -6.1194 0.111
H -2.4963 -3.6666 -6.2352 0.085
H -2.9520 -2.2424 -8.0315 0.096
C -0.2574 0.0365 -1.1139 -0.016
C -1.4701 -0.3153 -0.2872 -0.494
C -2.1070 0.8166 0.4648 -0.035
O -1.8949 -1.4513 -0.2478 0.053
H 0.1126 -0.8570 -1.6050 0.065
H -0.5220 0.7811 -1.8637 0.080
H 0.5290 0.4391 -0.4727 0.094
H -2.4404 1.5799 -0.2340 0.054
H -1.3911 1.2480 1.1653 0.079
H -2.9647 0.4453 1.0239 0.084
C -0.4029 0.6122 5.6152 -0.021
C -1.1831 0.5080 4.3319 -0.485
C -1.2943 -0.8615 3.7063 -0.006
O -1.6983 1.4797 3.8212 0.046
H -0.3966 1.6453 5.9554 0.087
H -0.8610 -0.0162 6.3829 0.092
H 0.6219 0.2911 5.4504 0.062
H -1.7885 -1.5450 4.3981 0.090
H -0.3005 -1.2461 3.4710 0.091
H -1.8785 -0.7986 2.7914 0.063
C -0.1695 4.8246 -1.6744 -0.012
C -1.3936 4.5169 -0.8489 -0.478
C -2.0151 5.6608 -0.0885 -0.017
O -1.8563 3.3993 -0.7970 0.048
H 0.1771 3.9194 -2.1679 0.078
H -0.4081 5.5735 -2.4308 0.088
H 0.6261 5.2095 -1.0346 0.087
H -2.3275 6.4434 -0.7814 0.086
H -1.2929 6.0782 0.6147 0.087
H -2.8822 5.3037 0.4618 0.082
C 4.7591 0.8866 4.8285 -0.015
C 3.3944 1.5279 4.8368 -0.483
C 3.0319 2.3873 3.6514 -0.013
O 2.6212 1.3605 5.7533 0.041
H 4.8907 0.2983 5.7336 0.081
H 4.8604 0.2343 3.9598 0.088
H 5.5322 1.6550 4.7855 0.088
H 3.0656 1.7943 2.7358 0.087
H 3.7360 3.2158 3.5614 0.087
H 2.0277 2.7848 3.7826 0.082
C -3.6973 3.7543 4.8967 -0.023
C -4.5725 4.0114 6.0963 -0.506
C -5.7088 3.0425 6.3279 -0.027
O -4.3789 4.9432 6.8425 0.062
H -2.9234 4.5166 4.8445 0.084
H -3.2221 2.7788 4.9746 0.055
H -4.2934 3.7879 3.9831 0.089
H -5.3177 2.0329 6.4638 0.083
H -6.3845 3.0469 5.4712 0.083
H -6.2599 3.3347 7.2187 0.078
C 2.2901 -0.1233 8.6003 -0.027
C 1.0634 -0.4262 9.4224 -0.509
C 0.4400 0.7327 10.1643 -0.024
O 0.5943 -1.5393 9.4833 0.061
H 2.6354 -1.0359 8.1194 0.084
H 2.0512 0.6096 7.8306 0.052
H 3.0848 0.2665 9.2392 0.088
H 0.1351 1.5077 9.4591 0.082
H 1.1588 1.1574 10.8666 0.083
H -0.4324 0.3860 10.7130 0.080
```

## Properties
Structure (SMILES)   C[C@@H](Cl)[C@@H](Cl)[C@@]1(CCCO)OS(=O)(=O)O[C@H]1CCCCO.CC(C)=O.CC(C)=O.CC(C)=O.CC(C)=O.CC(C)=O.CC(C)=O
Spin multiplicity   1
Frontier orbital gap   9.48 eV

# 2
C30H59Cl2N6O5 | ωB97M-V/def2-TZVPD

Geometry as XYZ:
```
102
Properties=species:S:1:pos:R:3:mulliken_spin:R:1
C -0.2124 -5.2695 -0.4677 -0.004
C -0.2341 -5.6410 -1.9922 0.000
O 0.4820 -4.7009 -2.7905 0.000
C -0.3770 -4.0395 -3.7473 0.000
C 0.5518 -3.5271 -4.8910 0.000
O 0.6282 -2.1117 -5.0176 0.000
C 0.9961 -1.4805 -3.8005 -0.001
C 2.3590 -1.9164 -3.2296 0.000
O 3.4544 -1.4033 -4.0046 0.000
C 4.6313 -2.0893 -3.7454 0.000
N 4.5211 -3.4357 -4.3647 0.000
C 4.0603 -3.7662 -5.5634 0.000
N 4.1472 -5.1235 -5.5922 0.000
C 4.6746 -5.5791 -4.4364 0.000
N 4.9012 -6.8373 -4.1029 0.000
C 5.4948 -7.3021 -2.8458 0.000
Cl 5.4915 -9.0911 -2.8871 0.000
C 4.7492 -6.7765 -1.5640 0.000
C 3.1938 -6.8937 -1.6440 0.000
Cl 5.2889 -7.8325 -0.1733 0.000
N 4.9261 -4.4850 -3.6512 0.000
H 0.5921 -5.7823 0.0897 0.000
H -1.1725 -5.6487 -0.0511 0.000
H -0.2138 -4.1784 -0.2868 0.006
H -1.2951 -5.7681 -2.2754 0.000
H 0.2410 -6.6436 -2.0776 0.000
H -0.9861 -3.2462 -3.2747 0.000
H -1.0271 -4.8314 -4.1787 0.000
H 1.5301 -4.0380 -4.7825 0.000
H 0.1183 -3.8957 -5.8446 0.000
H 1.0879 -0.3961 -4.0305 0.000
H 0.2168 -1.5386 -3.0100 0.001
H 2.3895 -3.0110 -3.0514 0.000
H 2.4425 -1.4401 -2.2071 -0.001
H 4.7458 -2.2065 -2.6389 0.000
H 5.5341 -1.5506 -4.0868 0.000
H 3.6714 -3.0996 -6.3350 0.000
H 4.6417 -7.5370 -4.7943 0.000
H 6.5417 -6.9348 -2.8190 0.000
H 5.0263 -5.7532 -1.2575 0.000
H 2.7415 -5.9010 -1.8353 0.000
H 2.8461 -7.2053 -0.6391 0.000
H 2.8463 -7.6807 -2.3374 0.000
H 5.3235 -4.3730 -2.7280 0.000
C 0.7587 1.6957 1.2746 0.008
C 0.1046 0.5411 0.4847 0.049
C -1.0090 1.1286 -0.3877 0.023
C -2.1927 1.6127 0.4459 -0.045
C -2.7156 0.5126 1.3673 0.016
C -1.6391 -0.2347 2.1724 0.024
N -0.4062 -0.5325 1.3852 0.322
O -0.6459 -1.5914 0.6456 0.578
C -1.2446 0.5552 3.4378 0.020
C -2.2916 -1.5067 2.7419 -0.008
C 1.2491 0.0179 -0.3889 0.006
H 1.3312 2.3377 0.6015 0.001
H 0.0498 2.3606 1.7615 0.000
H 1.4501 1.3163 2.0306 -0.007
H -1.3605 0.3817 -1.1091 0.001
H -0.6194 1.9601 -0.9813 0.000
H -1.9211 2.4948 1.0319 0.022
H -2.9938 1.9365 -0.2220 0.002
H -3.4529 0.9412 2.0500 -0.002
H -3.2633 -0.2034 0.7443 0.007
H -0.4447 0.0434 3.9777 -0.012
H -2.0912 0.6465 4.1192 0.000
H -0.9184 1.5744 3.2425 0.001
H -2.7633 -2.1139 1.9693 0.000
H -3.0751 -1.2435 3.4538 0.000
H -1.5618 -2.1264 3.2678 0.002
H 2.0738 -0.3400 0.2343 0.001
H 1.6419 0.8102 -1.0296 0.000
H 0.9488 -0.7942 -1.0479 -0.005
C -1.2101 7.8006 3.3626 0.010
C -1.8808 6.6610 2.5656 0.034
C -2.9932 7.2649 1.7022 0.017
C -4.1707 7.7558 2.5416 -0.015
C -4.7001 6.6538 3.4574 0.012
C -3.6280 5.8904 4.2542 0.031
N -2.4007 5.5853 3.4616 0.342
O -2.6567 4.5367 2.7179 0.575
C -3.2217 6.6665 5.5242 0.011
C -4.2919 4.6211 4.8165 -0.008
C -0.7427 6.1346 1.6797 -0.015
H -0.6339 8.4417 2.6927 0.000
H -1.9086 8.4692 3.8593 0.000
H -0.5195 7.4065 4.1115 -0.007
H -3.3533 6.5258 0.9785 0.002
H -2.5981 8.0962 1.1130 0.001
H -3.8888 8.6321 3.1314 -0.001
H -4.9709 8.0908 1.8782 0.002
H -5.4316 7.0840 4.1458 -0.001
H -5.2552 5.9468 2.8315 0.004
H -2.4256 6.1428 6.0577 -0.009
H -4.0653 6.7613 6.2093 0.001
H -2.8850 7.6835 5.3353 0.001
H -4.7718 4.0245 4.0407 0.001
H -5.0709 4.8868 5.5327 0.000
H -3.5668 3.9902 5.3356 0.001
H 0.0818 5.7635 2.2938 0.002
H -0.3515 6.9330 1.0478 0.000
H -1.0557 5.3319 1.0116 0.004
```

## Properties
Net charge   +1
⟨S²⟩   2.008
Spin multiplicity   3
Frontier orbital gap (alpha / beta)   7.16 / 7.92 eV

# 3
C30H60Cl4O7 | ωB97M-V/def2-TZVPD

Geometry as XYZ:
```
101
Properties=species:S:1:pos:R:3:lowdin_charge:R:1
C -1.6271 -5.3269 -1.3138 -0.134
C -2.2710 -5.5332 0.0879 -0.143
C -1.5148 -4.5069 0.9657 -0.172
O -0.5595 -3.7809 0.1293 -0.194
C -0.2556 -4.6707 -0.9224 -0.227
H -2.2070 -4.6287 -1.9342 0.102
H -1.4866 -6.2562 -1.8510 0.100
H -2.1113 -6.5659 0.3905 0.099
H -3.3798 -5.3034 0.1028 0.123
H -0.9459 -4.9600 1.7660 0.104
H -2.2026 -3.7159 1.3026 0.090
H 0.4760 -5.4112 -0.5710 0.117
H 0.2025 -4.0900 -1.7542 0.119
C 2.6129 -2.2551 -1.7050 -0.140
C 3.0053 -3.4978 -0.8589 -0.140
C 3.7718 -4.3368 -1.9366 -0.163
O 3.0346 -4.0390 -3.1638 -0.160
C 2.9514 -2.6101 -3.1674 -0.200
H 3.1059 -1.3163 -1.4696 0.103
H 1.5499 -2.0431 -1.6791 0.079
H 2.1403 -4.1014 -0.5766 0.061
H 3.5307 -3.3265 0.0568 0.078
H 3.7850 -5.4208 -1.8315 0.115
H 4.8178 -3.9943 -2.0266 0.116
H 2.2702 -2.2388 -3.9246 0.096
H 3.9248 -2.2881 -3.4715 0.102
C -0.0605 2.6483 -2.2235 -0.151
C 1.2843 3.2878 -2.5250 -0.167
C 1.4561 4.3905 -1.4892 -0.150
O 0.2003 4.4302 -0.7224 -0.171
C -0.7692 3.7352 -1.4492 -0.236
H 0.2452 1.8801 -1.5493 0.086
H -0.6533 2.3191 -3.1103 0.118
H 1.3270 3.7650 -3.5019 0.106
H 2.1210 2.5849 -2.4646 0.107
H 1.6329 5.3787 -1.9128 0.113
H 2.2278 4.1354 -0.7401 0.099
H -1.3074 4.3926 -2.1941 0.137
H -1.4441 3.3023 -0.7141 0.116
C 1.2531 1.3862 1.7315 -0.141
C -0.2739 1.1335 1.7183 -0.108
C -0.4521 -0.0653 0.7282 -0.195
O 0.6899 -0.0437 -0.1134 -0.176
C 1.8134 0.4403 0.6629 -0.190
H 1.7049 1.2836 2.6873 0.093
H 1.4607 2.4135 1.4039 0.062
H -0.8487 1.9606 1.3160 0.097
H -0.6998 0.9202 2.6622 0.082
H -1.3316 0.0570 0.1156 0.101
H -0.4713 -1.0591 1.2135 0.094
H 2.4441 0.9463 -0.0275 0.092
H 2.3548 -0.4078 1.0342 0.075
C 0.3859 7.1560 1.9849 -0.163
C -0.8438 7.9258 1.4265 -0.137
C -1.6202 6.7877 0.7259 -0.184
O -1.4022 5.6782 1.6199 -0.173
C -0.1080 5.7879 2.2590 -0.218
H 0.7259 7.5341 2.9361 0.104
H 1.2162 7.1095 1.2704 0.116
H -0.5800 8.7853 0.8031 0.104
H -1.4847 8.3262 2.2260 0.111
H -1.1635 6.4633 -0.2449 0.113
H -2.6946 6.8606 0.6850 0.111
H 0.5078 4.9909 1.9335 0.072
H -0.3502 5.5296 3.2830 0.117
C -2.8794 -1.7336 3.4066 -0.148
C -3.9955 -2.3070 4.2813 -0.168
C -4.6441 -3.2908 3.2971 -0.143
O -4.4322 -2.7562 1.9203 -0.170
C -3.6150 -1.6328 2.0378 -0.249
H -2.0015 -2.4162 3.4003 0.115
H -2.6007 -0.7083 3.7171 0.110
H -4.7797 -1.6423 4.6379 0.113
H -3.6430 -2.7698 5.1678 0.096
H -5.6810 -3.4069 3.4903 0.099
H -4.1399 -4.2571 3.2338 0.114
H -4.3022 -0.7539 1.9291 0.131
H -2.9971 -1.6275 1.1430 0.095
C -1.5095 -1.3683 -3.1694 -0.175
C -0.3665 -1.2371 -4.0933 -0.199
C -0.8766 -0.2752 -5.0940 -0.220
O -1.5718 0.7084 -4.3360 -0.160
C -2.3171 -0.1032 -3.4080 -0.176
H -1.1238 -1.4013 -2.1656 0.096
H -2.0624 -2.2639 -3.3633 0.105
H -0.0331 -2.2274 -4.5019 0.137
H 0.4577 -0.7694 -3.5375 0.114
H -1.5579 -0.7027 -5.8551 0.132
H -0.0735 0.2587 -5.6015 0.125
H -3.2867 -0.2908 -3.8973 0.122
H -2.5093 0.4409 -2.4773 0.114
Cl 3.5733 4.0480 2.2223 0.534
C 4.7630 2.8619 1.6705 -1.009
Cl 5.5683 2.0632 3.0240 0.503
H 4.2054 2.0530 1.1768 0.008
H 5.5237 3.3599 1.0694 0.032
Cl 4.0176 -1.5700 3.6631 0.451
C 2.7192 -2.8561 3.8331 -0.946
Cl 1.6412 -2.9822 2.4546 0.603
H 3.2449 -3.7816 3.9307 0.013
H 2.1755 -2.5942 4.7055 0.010
```

## Properties
Structure (SMILES)   C1CCOC1.C1CCOC1.C1CCOC1.C1CCOC1.C1CCOC1.C1CCOC1.C1CCOC1.ClCCl.ClCCl
Spin multiplicity   1
Frontier orbital gap   9.24 eV
Energy above the lowest of the compared OMol25 structures with the same formula, charge and spin   6.7 kcal per mole

# 4
C30H60O30 | ωB97M-V/def2-TZVPD

Geometry as XYZ:
```
120
Properties=species:S:1:pos:R:3:lowdin_charge:R:1
C -4.4621 0.8039 -1.0946 -0.034
O -4.0926 -0.5009 -1.4130 -0.033
C -4.1072 -0.9567 -2.6593 -0.490
O -4.2325 -0.1789 -3.6303 0.085
O -4.0726 -2.3494 -2.6756 -0.030
C -4.0416 -3.0859 -3.8553 -0.067
H -5.5415 0.8204 -0.9437 0.104
H -4.1161 1.5027 -1.8562 0.097
H -4.0777 1.0373 -0.1017 0.081
H -5.0083 -3.5735 -3.9816 0.096
H -3.3435 -3.9065 -3.6898 0.077
H -3.7424 -2.6099 -4.7891 0.100
C -0.2930 -6.5233 -6.1304 -0.079
O 0.4057 -5.7252 -5.2999 0.047
C -0.0238 -5.3269 -4.1594 -0.565
O -1.1751 -5.5068 -3.7651 0.094
O 0.9751 -4.6882 -3.4829 0.011
C 0.6663 -4.0557 -2.2671 -0.061
H -0.6119 -6.0105 -7.0379 0.105
H -1.1164 -7.0348 -5.6320 0.102
H 0.2732 -7.3538 -6.5521 0.098
H -0.0487 -4.6542 -1.7025 0.080
H 0.2243 -3.0805 -2.4711 0.089
H 1.4620 -3.7975 -1.5684 0.096
C -1.0067 3.0976 -2.6403 -0.014
O -1.4961 3.8342 -3.7711 0.040
C -2.6003 4.4849 -3.6428 -0.628
O -3.3398 4.5173 -2.6643 0.099
O -2.8127 5.1892 -4.7603 -0.006
C -3.8395 6.1880 -4.7737 -0.041
H -1.6141 2.2391 -2.3535 0.080
H -0.9519 3.7928 -1.8026 0.100
H 0.0023 2.6914 -2.7106 0.070
H -4.8365 5.7476 -4.7795 0.097
H -3.6927 6.8629 -5.6171 0.089
H -3.7130 6.8664 -3.9300 0.094
C -0.3554 6.7967 2.8026 -0.056
O -1.0059 5.5829 2.9684 0.019
C -1.7655 5.0750 2.0672 -0.652
O -2.1166 5.6826 1.1007 0.150
O -2.0149 3.8116 2.4363 0.008
C -2.7333 3.0485 1.4988 -0.067
H -1.0098 7.6685 2.8013 0.098
H 0.0051 6.8119 1.7740 0.097
H 0.5187 6.9899 3.4243 0.090
H -2.6372 2.0016 1.7866 0.085
H -2.3582 3.0733 0.4757 0.086
H -3.7922 3.2900 1.5908 0.104
C 0.9153 2.0702 1.3789 -0.102
O 0.5993 0.7610 1.4415 0.019
C -0.3628 0.2680 0.6040 -0.442
O -1.0929 0.9341 -0.2072 0.047
O -0.3921 -1.0974 0.6513 -0.020
C -1.4170 -1.8751 0.0544 -0.032
H 1.9933 2.2084 1.2968 0.060
H 0.6161 2.5357 2.3180 0.103
H 0.5596 2.6920 0.5573 0.100
H -1.4200 -1.6009 -1.0005 0.093
H -2.4136 -1.8388 0.4943 0.094
H -1.0951 -2.9127 0.1426 0.079
C 2.3774 -0.0078 -1.6906 -0.056
O 3.1309 0.8689 -2.4355 0.055
C 2.7863 2.1166 -2.3676 -0.561
O 2.0232 2.5885 -1.5563 0.108
O 3.6222 2.8292 -3.2215 0.009
C 3.7570 4.1930 -3.0955 -0.098
H 2.4955 -1.0504 -1.9856 0.097
H 1.2977 0.1293 -1.7495 0.099
H 2.6339 -0.0099 -0.6312 0.098
H 3.6133 4.5847 -2.0885 0.093
H 3.1187 4.7879 -3.7488 0.093
H 4.7056 4.6429 -3.3884 0.096
C -0.2561 -5.0800 2.6308 0.006
O -0.1904 -6.5488 2.6526 -0.013
C 0.5625 -7.1618 3.5760 -0.627
O 1.3175 -6.6921 4.3906 0.126
O 0.3918 -8.4549 3.4279 0.006
C 0.8661 -9.3100 4.4524 -0.047
H -0.5097 -4.5990 3.5755 0.098
H -0.9756 -4.7863 1.8664 0.069
H 0.7688 -4.7690 2.4285 0.097
H 0.7986 -10.3311 4.0771 0.088
H 0.1586 -9.4403 5.2713 0.100
H 1.9191 -9.1544 4.6874 0.101
C 9.1696 3.7964 1.1001 -0.099
O 7.9496 3.2443 1.4616 -0.020
C 6.8695 3.1415 0.5664 -0.432
O 6.8145 3.5574 -0.6196 0.081
O 5.8091 2.7076 1.3185 -0.006
C 4.5281 2.6205 0.7091 -0.042
H 10.0061 3.5090 1.7371 0.092
H 9.2046 4.8854 1.1333 0.093
H 9.5417 3.5760 0.0996 0.093
H 4.3647 2.9860 -0.3047 0.080
H 3.9085 3.1674 1.4198 0.087
H 4.1644 1.5930 0.7225 0.092
C 2.7538 2.0602 4.3811 -0.045
O 1.8693 2.6151 5.3676 -0.013
C 1.6391 3.9806 5.3966 -0.550
O 1.8847 4.7964 4.5287 0.115
O 1.0152 4.2130 6.5371 0.008
C 0.8133 5.5430 6.9629 -0.040
H 2.7863 2.5278 3.3970 0.055
H 2.5722 0.9935 4.2498 0.100
H 3.7736 2.1946 4.7418 0.096
H 0.4282 6.2256 6.2053 0.088
H 1.7602 5.9270 7.3422 0.103
H 0.0186 5.5424 7.7089 0.098
C -1.7287 -7.0807 -0.2466 0.013
O -2.1882 -5.7037 0.0290 -0.010
C -3.4626 -5.5401 0.0789 -0.600
O -4.3710 -6.3457 -0.0380 0.121
O -3.6736 -4.1850 0.2451 -0.053
C -5.0038 -3.6897 0.3082 -0.049
H -0.6423 -7.1480 -0.1893 0.093
H -2.0518 -7.4379 -1.2244 0.097
H -2.1798 -7.7397 0.4953 0.099
H -4.9072 -2.6134 0.4510 0.084
H -5.4666 -4.1461 1.1832 0.097
H -5.6054 -3.8520 -0.5861 0.097
```

## Properties
Structure (SMILES)   COC(=O)OC.COC(=O)OC.COC(=O)OC.COC(=O)OC.COC(=O)OC.COC(=O)OC.COC(=O)OC.COC(=O)OC.COC(=O)OC.COC(=O)OC
Spin multiplicity   1
Frontier orbital gap   10.54 eV
Energy above the lowest of the compared OMol25 structures with the same formula, charge and spin   96.1 kcal per mole